# 1
This record from OMol25 describes a structure of composition C2H5N6O2. The level of theory is ωB97M-V with the def2-TZVPD basis set.

Last column: Mulliken charge in e.
Positions of all 15 atoms, in Å:
C -1.168 -0.809 0.013  0.573
C 1.197 0.777 0.010  0.459
N -0.039 -1.563 0.022  -0.684
N 0.008 1.297 0.037  -0.281
N -1.181 0.531 0.002  0.642
N 1.113 -1.170 0.003  0.908
N -2.349 -1.446 -0.006  -0.338
N 2.412 1.198 -0.010  -0.275
O 2.203 -1.627 -0.023  -0.622
O -2.224 1.215 -0.029  -0.623
H -0.237 2.298 0.045  0.246
H -2.385 -2.451 0.015  0.242
H -3.192 -0.889 -0.041  0.248
H 2.713 2.167 0.017  0.246
H 3.129 0.470 -0.056  0.259

- spin multiplicity = 3
- HOMO-LUMO gap (alpha / beta) (eV) = 6.9 / 8.4
- charge = +1
- ⟨S²⟩ = 2.0228
- HOMO energy (alpha / beta) (eV) = -10.93 / -14.61



# 2
This record from OMol25 describes a structure of composition C4H3NO3. The level of theory is ωB97M-V with the def2-TZVPD basis set.

Last column: Mulliken charge in e.
Positions of all 11 atoms, in Å:
C -1.525 0.945 1.211  0.265
C 0.516 0.503 -0.022  0.428
C -0.017 -0.512 -0.713  -0.252
C 1.154 -1.115 -1.100  -0.128
H -1.763 1.575 2.091  0.346
H -0.975 -0.953 -0.711  0.506
H 1.194 -2.343 -1.172  0.267
N 1.798 0.755 0.060  -0.455
O -2.144 0.046 0.585  -0.503
O -0.371 1.485 0.527  -0.357
O 2.133 -0.386 -0.755  -0.116

- HOMO-LUMO gap (eV) = 10.4
- energy above the lowest of the compared OMol25 structures with the same formula, charge and spin (kJ/mol) = 455.0
- HOMO energy (eV) = -10.14



# 3
This record from OMol25 describes a cluster of 2 separate species, C4H12NO in total. The level of theory is ωB97M-V with the def2-TZVPD basis set.

Last column: Mulliken charge in e.
Positions of all 18 atoms, in Å:
C 0.254 -0.944 1.539  -0.717
C -0.887 -0.557 0.624  -0.570
C -0.579 -0.348 -0.857  0.468
C -0.581 -1.363 -1.803  -1.033
N -0.119 1.046 -1.386  -0.116
H 0.487 0.014 1.876  -0.027
H 0.069 -1.383 2.472  0.386
H 0.981 -1.644 1.077  0.318
H -1.586 -1.461 0.555  0.353
H -1.490 0.472 0.868  0.300
H -1.023 -2.323 -1.440  0.257
H -0.470 -1.336 -2.828  0.374
H 0.177 0.729 -2.322  0.368
H 0.506 1.379 -0.739  0.246
H -0.983 1.536 -1.650  0.399
H 1.157 1.782 1.825  0.325
H 2.423 2.458 1.187  0.307
O 1.666 1.943 1.004  -0.639

- HOMO-LUMO gap (eV) = 11.1
- charge = +1
- energy above the lowest of the compared OMol25 structures with the same formula, charge and spin (kJ/mol) = 276.7
- HOMO energy (eV) = -14.46



# 4
This record from OMol25 describes the ion C2H4O2P with charge +1. The level of theory is ωB97M-V with the def2-TZVPD basis set.

Last column: Mulliken charge in e.
Positions of all 9 atoms, in Å:
C 0.225 -0.752 0.560  -0.098
C 0.311 -0.139 -0.737  -0.135
O -0.712 0.962 1.431  -0.392
O -0.609 0.961 -1.012  -0.198
P -1.315 1.660 0.237  0.673
H -0.522 -1.506 0.797  0.295
H 1.127 -0.691 1.125  0.268
H 1.326 0.455 -0.961  0.293
H 0.166 -0.950 -1.441  0.293

- HOMO-LUMO gap (eV) = 10.1
- charge = +1
- energy above the lowest of the compared OMol25 structures with the same formula, charge and spin (kJ/mol) = 172.5
- HOMO energy (eV) = -17.09



# 5
This record from OMol25 describes a structure of composition C24H72AlN13O7P4. The level of theory is ωB97M-V with the def2-TZVPD basis set.

Last column: Mulliken charge in e.
Positions of all 121 atoms, in Å:
Al 0.890 -0.259 -2.768  -0.048
N 1.751 0.260 -0.381  0.896
O 1.646 -0.877 -0.770  -0.879
O 1.525 0.465 0.820  0.143
O 1.860 1.099 -1.254  -0.426
O 2.578 -0.373 -2.426  -0.613
P 3.923 -0.493 -1.872  0.911
N 5.194 -0.171 -3.011  -0.022
C 6.553 0.087 -2.572  -1.177
C 5.145 -0.892 -4.309  -1.023
N 4.365 -2.020 -1.270  0.609
C 3.664 -3.274 -1.526  -0.736
C 5.668 -2.225 -0.523  -1.127
N 4.261 0.569 -0.556  0.379
C 4.386 2.048 -0.834  -0.919
C 3.909 0.230 0.855  -1.433
H 7.064 -0.870 -2.673  0.364
H 6.757 0.424 -1.556  0.363
H 7.104 0.804 -3.181  0.351
H 5.426 -0.202 -5.105  0.376
H 4.090 -1.094 -4.496  0.235
H 5.655 -1.853 -4.365  0.301
H 4.208 -4.143 -1.155  0.423
H 2.726 -3.325 -0.975  0.472
H 3.467 -3.437 -2.586  0.264
H 5.455 -2.737 0.415  0.396
H 6.364 -2.863 -1.069  0.336
H 6.124 -1.275 -0.242  0.363
H 3.538 2.395 -1.424  0.234
H 4.509 2.621 0.085  0.422
H 5.220 2.232 -1.512  0.342
H 3.290 0.973 1.359  0.448
H 4.792 -0.030 1.439  0.349
H 3.205 -0.591 0.720  0.282
O -0.323 -0.957 -1.889  0.629
P -1.127 -1.891 -1.051  -0.244
N -0.433 -3.447 -0.954  0.220
C -0.441 -4.318 -2.127  -1.040
C 0.623 -3.777 0.018  -0.763
N -2.705 -2.159 -1.666  0.483
C -3.581 -3.273 -1.305  -1.034
C -3.325 -1.180 -2.614  -1.004
N -1.540 -1.400 0.571  1.868
C -0.520 -0.633 1.289  -0.818
C -2.528 -2.073 1.460  -1.602
H 0.371 -4.089 -2.817  0.208
H -1.364 -4.206 -2.696  0.282
H -0.289 -5.376 -1.919  0.401
H 0.923 -4.814 -0.131  0.517
H 0.229 -3.720 1.033  0.037
H 1.492 -3.136 -0.132  -0.394
H -3.820 -3.268 -0.242  0.232
H -4.511 -3.135 -1.858  0.495
H -3.162 -4.223 -1.638  0.345
H -3.825 -1.742 -3.402  0.692
H -4.039 -0.505 -2.142  0.518
H -2.496 -0.616 -3.042  0.629
H 0.112 -0.086 0.589  -0.690
H -0.974 0.044 2.012  -0.867
H 0.038 -1.313 1.933  0.515
H -3.556 -1.807 1.214  0.508
H -2.416 -1.928 2.534  -0.442
H -2.294 -3.123 1.284  0.650
O -3.172 2.076 2.807  -0.848
P -2.300 1.041 3.466  0.433
N -2.871 -0.594 3.385  0.324
C -3.817 -0.931 2.304  -0.588
C -2.076 -1.670 4.037  -0.677
N -2.225 1.280 5.167  0.226
C -1.521 2.468 5.740  -0.997
C -3.309 0.902 6.014  -0.998
N -0.661 1.032 2.847  0.729
C 0.477 0.325 3.466  -0.889
C -0.308 1.603 1.501  -0.267
H -4.631 -0.206 2.284  0.317
H -4.204 -1.945 2.401  0.452
H -3.318 -0.849 1.338  -0.222
H -2.590 -2.610 4.234  0.402
H -1.875 -1.374 5.067  0.478
H -1.251 -1.983 3.398  0.030
H -0.482 2.285 5.464  0.262
H -1.799 3.386 5.221  0.263
H -1.568 2.517 6.828  0.478
H -4.221 0.733 5.441  0.310
H -3.048 -0.064 6.445  0.281
H -3.445 1.527 6.896  0.447
H 1.313 0.995 3.668  0.406
H 0.260 -0.215 4.388  0.223
H 0.694 -0.450 2.731  0.613
H 0.302 0.901 0.933  0.019
H 0.292 2.486 1.722  0.680
H -1.239 1.803 0.972  -0.801
O -0.242 1.043 -2.405  -0.627
P -1.228 1.987 -1.831  0.092
N -2.741 1.337 -1.475  0.471
C -3.533 0.851 -2.606  -1.563
C -2.945 0.527 -0.253  -0.677
N -1.505 3.402 -2.841  0.224
C -0.270 4.165 -3.317  -0.890
C -2.794 4.206 -2.838  -1.016
N -0.720 2.649 -0.367  0.758
C 0.684 2.949 -0.240  -0.977
C -1.587 3.612 0.375  -1.105
H -3.107 -0.094 -2.942  -0.412
H -3.383 1.511 -3.461  0.747
H -4.574 0.733 -2.307  0.263
H -3.957 0.185 -0.034  0.886
H -2.712 1.153 0.608  -0.246
H -2.239 -0.297 -0.151  0.334
H -0.317 4.567 -4.329  0.379
H 0.034 4.979 -2.659  0.355
H 0.573 3.487 -3.184  0.119
H -3.618 3.493 -2.837  0.291
H -2.839 4.953 -2.046  0.250
H -2.931 4.628 -3.834  0.406
H 0.949 3.103 0.806  0.461
H 1.248 2.050 -0.489  -0.292
H 0.961 3.755 -0.919  0.422
H -2.642 3.360 0.273  0.372
H -1.383 4.645 0.093  0.332
H -1.417 3.540 1.449  0.379

- HOMO-LUMO gap (eV) = 3.7
- charge = +2
- energy above the lowest of the compared OMol25 structures with the same formula, charge and spin (kJ/mol) = 2924.3
- HOMO energy (eV) = -11.75



# 6
This record from OMol25 describes a structure of composition C26H50Cl3GeN6O3RbS2Si. The level of theory is ωB97M-V with the def2-TZVPD basis set.

Last column: Mulliken charge in e.
Positions of all 93 atoms, in Å:
Rb -0.236 0.212 0.066  0.030
C -3.592 3.125 3.230  -1.842
C -3.023 2.141 2.241  0.629
N -2.284 2.473 1.240  0.909
N -2.045 3.801 1.111  -1.201
C -1.367 4.157 0.028  0.083
N -1.204 5.519 -0.053  -0.459
S -0.692 3.231 -1.244  -0.303
C -3.397 0.715 2.397  0.506
C -4.293 0.330 3.404  -0.786
C -4.688 -0.990 3.506  -0.604
C -4.183 -1.917 2.611  -0.918
C -3.284 -1.458 1.657  -0.304
N -2.900 -0.193 1.545  0.346
H -3.215 4.115 3.002  0.407
H -3.315 2.858 4.254  0.324
H -4.685 3.145 3.183  0.397
H -1.379 6.041 0.790  0.232
H -0.499 5.841 -0.691  0.228
H -4.683 1.061 4.096  0.358
H -5.383 -1.291 4.281  0.375
H -4.457 -2.962 2.648  0.531
H -2.854 -2.148 0.936  0.244
C 3.015 2.070 1.133  -1.590
C 3.323 0.754 0.410  0.651
N 2.661 -0.406 0.967  0.961
C 3.206 -0.983 2.165  -0.388
C 2.883 -0.238 3.467  -1.131
S 1.160 0.310 3.678  0.076
C 1.349 2.120 3.729  -1.203
C 1.086 2.914 2.444  -0.023
N 1.590 2.296 1.243  0.470
H 3.451 2.058 2.134  0.554
H 3.534 2.879 0.596  0.515
H 2.965 0.835 -0.615  -1.123
H 4.422 0.633 0.369  0.297
H 2.483 -1.101 0.248  -0.336
H 2.810 -1.995 2.255  0.007
H 4.307 -1.079 2.129  0.147
H 3.115 -0.900 4.303  0.648
H 3.509 0.644 3.585  0.418
H 0.658 2.472 4.496  0.517
H 2.353 2.304 4.116  0.393
H 0.011 3.034 2.311  -0.289
H 1.493 3.926 2.628  0.257
H 1.195 2.741 0.418  0.016
C -1.666 0.241 -4.168  -1.416
C -2.061 -0.783 -3.103  1.239
C -3.107 -0.156 -2.181  -1.242
C -2.632 -2.039 -3.768  -1.896
O -0.959 -1.144 -2.294  1.200
Ge 0.763 -1.547 -2.959  -1.450
O 1.242 -2.209 -1.241  -0.161
C 0.799 -3.472 -0.787  1.712
C -0.515 -3.325 -0.013  -0.321
C 0.580 -4.468 -1.932  -1.991
C 1.873 -4.027 0.147  -1.598
O 1.459 0.159 -2.553  1.290
C 2.390 0.779 -3.425  1.378
C 1.882 0.813 -4.872  -1.814
C 2.568 2.227 -2.965  -1.120
C 3.730 0.038 -3.379  -1.539
H -2.543 0.573 -4.729  0.546
H -0.951 -0.190 -4.873  0.413
H -1.207 1.108 -3.689  0.052
H -4.016 0.088 -2.738  0.447
H -2.722 0.765 -1.737  0.205
H -3.367 -0.848 -1.376  0.104
H -3.508 -1.805 -4.379  0.403
H -2.923 -2.762 -3.002  0.333
H -1.875 -2.501 -4.406  0.338
H -1.268 -2.871 -0.659  -0.348
H -0.372 -2.679 0.862  -0.348
H -0.869 -4.295 0.347  0.568
H -0.237 -4.146 -2.581  0.370
H 0.330 -5.454 -1.531  0.481
H 1.482 -4.553 -2.540  0.404
H 2.005 -3.359 0.999  -0.019
H 2.824 -4.104 -0.383  0.456
H 1.598 -5.014 0.530  0.403
H 0.936 1.352 -4.921  0.310
H 1.730 -0.196 -5.259  0.372
H 2.605 1.323 -5.515  0.514
H 1.601 2.730 -2.933  0.144
H 3.225 2.767 -3.653  0.427
H 3.006 2.283 -1.968  0.111
H 3.607 -0.983 -3.748  0.345
H 4.098 -0.016 -2.353  0.168
H 4.482 0.541 -3.994  0.405
Cl -1.736 -4.393 3.498  -0.267
Si -0.732 -2.623 3.871  0.852
Cl 1.172 -3.195 4.427  -0.245
Cl -1.637 -1.720 5.479  -0.239

- spin multiplicity = 2
- HOMO-LUMO gap (alpha / beta) (eV) = 6.4 / 4.5
- charge = -1
- ⟨S²⟩ = 0.7517
- energy above the lowest of the compared OMol25 structures with the same formula, charge and spin (kJ/mol) = 13.7
- HOMO energy (alpha / beta) (eV) = -4.39 / -4.39



# 7
This record from OMol25 describes the molecule C2H4F3P. The level of theory is ωB97M-V with the def2-TZVPD basis set.

Last column: Mulliken charge in e.
Positions of all 10 atoms, in Å:
F 2.092 -1.068 0.244  -0.259
C 1.175 -0.085 -0.036  0.717
F 1.301 0.235 -1.356  -0.248
F 1.527 0.980 0.680  -0.229
C -0.298 -0.439 0.284  -0.883
P -1.283 1.114 -0.023  -0.073
H -0.282 -0.784 1.249  0.445
H -0.299 -1.356 -0.245  0.391
H -2.454 0.502 0.633  0.070
H -1.480 0.901 -1.432  0.068

- HOMO-LUMO gap (eV) = 10.9
- energy above the lowest of the compared OMol25 structures with the same formula, charge and spin (kJ/mol) = 103.2
- HOMO energy (eV) = -10.04
- structure (SMILES) = FC(F)(F)CP